The following is a quantum chemistry calculation of a molecular structure, C55H50Cl3FGeNO4RbSb3 in a non-equilibrium geometry, from OMol25.

Values from the calculation:
relative energy (zero: lowest compared OMol25 entry of this formula, charge and spin)	1.181	eV
2S+1	2
charge	-2
total energy	-6783.95668	a.u.

Element x y z (Å)
Sb  -2.3339  -2.3523  -1.7124
Sb  2.1952  2.2111  1.6296
Sb  -1.9520  0.3623  2.8777
Rb  0.1939  0.4445  -1.3460
Ge  -1.6641  3.1589  -1.1546
Cl  -3.5576  4.1096  -0.7720
Cl  -2.4376  1.3478  -2.2243
Cl  -1.1065  4.1733  -2.9912
F  -0.6062  1.9722  0.4431
O  2.6855  -1.2647  -2.5616
O  5.5033  -5.1582  0.3857
O  4.3255  -5.7004  2.2398
O  0.6685  -1.9683  -1.8664
N  1.9844  -1.5931  0.6335
C  2.3478  -2.0188  1.8478
C  5.5858  -0.4951  0.3430
C  -3.4921  -2.0922  4.1836
C  4.1219  4.5258  4.9139
C  -2.5560  -5.6034  1.2725
C  3.9825  1.0160  1.3040
C  0.9574  5.9538  -0.2622
C  -4.4553  1.1363  4.5799
C  -5.8342  2.4541  2.5673
C  -1.8556  -3.8671  -0.2633
C  2.4682  -2.2872  -0.4188
C  5.9430  -0.9639  1.5972
C  -3.0162  -5.0188  -3.1919
C  -1.1034  -2.2904  4.0858
C  -2.5153  -0.3878  0.9373
C  2.4606  3.8175  -1.1352
C  -0.5427  -4.0355  0.1758
C  5.3634  5.0327  2.9221
C  4.6196  0.4982  0.1706
C  4.5158  4.2029  2.2007
C  0.4641  4.8658  1.9352
C  -4.6049  1.8598  2.3019
C  -3.8982  1.1836  3.2995
C  -5.6863  1.7252  4.8499
C  -3.4915  -3.7331  -2.9184
C  3.3325  -3.3631  -0.2764
C  -1.2403  -5.7601  1.7042
C  1.5253  5.9929  -1.5290
C  -3.6857  -1.3684  0.8762
C  3.6699  -3.8214  0.9933
C  5.1645  5.1932  4.2875
C  -4.0807  -1.7023  -0.5760
C  1.9248  -1.8223  -1.7469
C  1.9549  3.7897  0.1648
C  -4.9583  -5.5063  -4.5364
C  -2.4197  -4.1271  4.9063
C  -1.1824  -3.5834  4.5933
C  4.3147  0.9511  -1.2323
C  1.1485  4.8678  0.5888
C  -4.7093  -3.3528  -3.4883
C  3.2639  3.6911  4.1962
C  3.1385  -3.1263  2.0752
C  3.4659  3.5247  2.8200
C  4.3664  0.5500  2.5656
C  2.2630  4.9117  -1.9743
C  -5.4407  -4.2288  -4.2856
C  -3.5738  -3.3787  4.7040
C  4.5802  -5.0100  1.2215
C  -3.7416  -5.8971  -3.9895
C  -6.3799  2.3847  3.8424
C  -2.2537  -1.5258  3.8688
C  5.3429  -0.4212  2.7221
C  -2.8593  -4.6688  0.2925
C  2.1351  2.9852  4.9150
C  -0.2331  -4.9838  1.1531
H  5.6011  -0.7769  3.7125
H  -7.3378  2.8458  4.0517
H  3.2467  0.8982  -1.4481
H  -2.0742  -5.3465  -2.7649
H  2.6715  4.9002  -2.9782
H  -4.5437  -3.8051  4.9337
H  -3.9291  0.6238  5.3790
H  0.7957  -5.1017  1.4748
H  -6.1050  1.6667  5.8481
H  -1.5909  -0.8390  0.5550
H  -4.4758  -0.8125  -1.0763
H  3.7467  -3.8565  -1.1469
H  4.6775  4.0795  1.1352
H  0.3405  6.7804  0.0781
H  -3.8865  -4.5697  -0.0461
H  1.1696  3.1905  4.4456
H  -0.0889  3.9323  2.0878
H  -0.2463  5.6906  2.0061
H  -4.5459  -0.9418  1.4040
H  6.6616  -1.7690  1.6874
H  1.9738  -1.4275  2.6818
H  -5.1056  -2.3583  -3.3049
H  -1.0040  -6.4904  2.4700
H  -4.4061  -1.5336  4.0137
H  -2.7160  0.4901  0.3236
H  3.9657  4.6509  5.9809
H  -3.3467  -6.2071  1.7054
H  -2.4863  -5.1370  5.2933
H  5.8202  5.8346  4.8648
H  -4.8435  -2.4836  -0.6113
H  1.3497  6.8438  -2.1764
H  -6.3887  -3.9139  -4.7075
H  -3.3564  -6.8921  -4.1805
H  6.1748  5.5470  2.4212
H  3.8815  0.9363  3.4591
H  0.2372  -3.4236  -0.2536
H  2.0801  3.2977  5.9591
H  2.2606  1.8998  4.8957
H  -0.2780  -4.1650  4.7260
H  3.0437  2.9918  -1.5057
H  -0.1262  -1.8881  3.8353
H  -4.1997  1.9335  1.2978
H  3.3642  -3.4638  3.0790
H  -6.3627  2.9698  1.7739
H  -3.4194  -2.2875  1.3986
H  4.7794  0.2961  -1.9653
H  4.6685  1.9736  -1.3870
H  -5.5254  -6.1927  -5.1546
H  6.0385  -0.9353  -0.5388
H  1.1851  4.9676  2.7504